Entry 1:
{
  "formula": "C5H4Br2S",
  "method": "wB97M-V/def2-TZVPD",
  "elements": ["C", "C", "C", "C", "H", "H", "C", "S", "Br", "H", "Br", "H"],
  "positions_angstrom": [[1.12, 1.42, -0.72], [-3.57, -0.06, 0.61], [0.00, -0.55, -0.12], [-0.95, 0.38, 0.15], [2.12, -0.38, -0.60], [-3.46, -0.33, 1.71], [1.24, 0.11, -0.47], [-0.48, 1.97, -0.30], [-4.44, 1.44, 0.02], [-0.26, -1.53, 0.03], [-3.85, -1.71, -0.19], [1.84, 2.05, -1.04]],
  "nbo_charge": [-0.39, -0.46, -0.39, -0.10, 0.22, 0.23, -0.24, 0.37, 0.18, 0.23, 0.12, 0.22],
  "relative_energy_kj_mol": 390.0,
  "homo_ev": [-8.6, -9.1],
  "charge": 0,
  "max_force_ev_per_a": 3.1,
  "gap_ev": [7.7, 8.3]
}

---

Entry 2:
{
  "formula": "C5H4CeNO5",
  "method": "wB97M-V/def2-TZVPD",
  "elements": ["C", "O", "C", "H", "O", "O", "C", "H", "H", "Ce", "C", "O", "O", "C", "N", "H"],
  "positions_angstrom": [[0.46, 1.08, -1.64], [2.62, 2.11, 2.02], [-0.74, -0.58, 2.52], [-1.70, -0.76, -0.33], [0.51, 1.44, -2.72], [-2.80, -0.77, -4.24], [-2.07, -0.39, -3.46], [1.15, -2.57, 0.17], [2.20, -1.55, -0.61], [-0.20, 0.01, 0.33], [1.72, 1.57, 1.54], [-1.28, -1.02, 3.46], [-2.33, 2.77, 0.86], [-1.43, 2.02, 0.82], [1.62, -1.64, 0.24], [2.27, -1.72, 1.04]],
  "lowdin_charge": [-0.04, 0.25, 0.01, 0.02, 0.29, 0.12, 0.04, 0.13, 0.12, 1.22, 0.07, 0.31, 0.30, 0.02, 0.02, 0.12],
  "relative_energy_kj_mol": 222.0,
  "homo_ev": -22.7,
  "charge": 3,
  "max_force_ev_per_a": 11.3,
  "gap_ev": 6.8
}

---

Entry 3:
{
  "formula": "C5H4Cl2O2",
  "method": "wB97M-V/def2-TZVPD",
  "elements": ["H", "C", "H", "C", "O", "Cl", "H", "C", "C", "C", "O", "Cl", "H"],
  "positions_angstrom": [[-1.63, 0.77, 0.09], [-0.01, 1.57, 1.13], [0.38, -0.83, -2.47], [-0.28, -0.35, -1.75], [-0.20, 2.16, 2.21], [0.92, 2.41, -0.07], [-1.11, 0.33, -2.09], [-0.05, -0.55, -0.41], [-0.78, 0.32, 0.74], [0.90, -1.65, 0.05], [1.32, -2.49, -0.72], [1.80, -1.51, 1.63], [-1.25, -0.19, 1.64]],
  "nbo_charge": [0.26, 0.51, 0.23, -0.27, -0.50, -0.01, 0.22, -0.13, -0.54, 0.53, -0.48, -0.08, 0.28],
  "smiles": "C=C(CC(=O)Cl)C(=O)Cl",
  "relative_energy_kj_mol": 41.9,
  "homo_ev": -10.6,
  "charge": 0,
  "max_force_ev_per_a": 4.7,
  "gap_ev": 9.8
}

---

Entry 4:
{
  "formula": "C5H4ClO2",
  "method": "wB97M-V/def2-TZVPD",
  "elements": ["Cl", "C", "H", "C", "H", "C", "C", "O", "O", "C", "H", "H"],
  "positions_angstrom": [[-2.95, 1.65, -0.17], [-2.68, -1.18, -0.09], [1.17, -1.18, -1.02], [-1.28, 0.48, 1.34], [-0.58, -0.45, -1.40], [-0.64, 0.71, 2.37], [-2.12, 0.30, 0.23], [-3.19, -1.36, -1.17], [-2.70, -1.90, 0.93], [0.45, -0.47, -1.22], [0.93, 0.60, -1.32], [-0.20, 0.63, 3.29]],
  "nbo_charge": [0.06, 0.75, 0.16, -0.01, 0.20, -0.30, -0.24, -0.73, -0.73, -0.50, 0.14, 0.21],
  "relative_energy_kj_mol": 407.4,
  "homo_ev": [-3.7, -4.7],
  "charge": -1,
  "max_force_ev_per_a": 5.1,
  "gap_ev": [7.2, 8.0]
}

---

Entry 5:
{
  "formula": "C5H4F2",
  "method": "wB97M-V/def2-TZVPD",
  "elements": ["H", "C", "F", "H", "C", "H", "F", "C", "C", "H", "C"],
  "positions_angstrom": [[0.48, -1.21, 2.09], [0.72, -1.13, -0.15], [-1.83, 0.74, -0.74], [-0.95, 1.08, 1.82], [-0.29, 0.50, 1.01], [0.79, -0.05, -2.16], [-0.15, 2.12, -0.82], [-0.49, 0.84, -0.44], [0.33, -0.13, -1.08], [1.04, -2.08, -0.64], [0.34, -0.67, 1.11]],
  "nbo_charge": [0.23, -0.20, -0.33, 0.24, -0.21, 0.24, -0.33, 0.58, -0.23, 0.25, -0.23],
  "smiles": "FC1(F)C=CC=C1",
  "relative_energy_kj_mol": 132.5,
  "homo_ev": -8.9,
  "charge": 0,
  "max_force_ev_per_a": 6.8,
  "gap_ev": 8.4
}

---

Please write out number 5 again, unchanged.
{
  "formula": "C5H4F2",
  "method": "wB97M-V/def2-TZVPD",
  "elements": ["H", "C", "F", "H", "C", "H", "F", "C", "C", "H", "C"],
  "positions_angstrom": [[0.48, -1.21, 2.09], [0.72, -1.13, -0.15], [-1.83, 0.74, -0.74], [-0.95, 1.08, 1.82], [-0.29, 0.50, 1.01], [0.79, -0.05, -2.16], [-0.15, 2.12, -0.82], [-0.49, 0.84, -0.44], [0.33, -0.13, -1.08], [1.04, -2.08, -0.64], [0.34, -0.67, 1.11]],
  "nbo_charge": [0.23, -0.20, -0.33, 0.24, -0.21, 0.24, -0.33, 0.58, -0.23, 0.25, -0.23],
  "smiles": "FC1(F)C=CC=C1",
  "relative_energy_kj_mol": 132.5,
  "homo_ev": -8.9,
  "charge": 0,
  "max_force_ev_per_a": 6.8,
  "gap_ev": 8.4
}

---

- What is the formula in the fifth record?
  C5H4F2